This record from OMol25 describes a 2-piece molecular cluster, C26H26ClN3O4S overall. The level of theory is the ωB97M-V functional and the def2-TZVPD basis.

The geometry in XYZ format:
```
61
Properties=species:S:1:pos:R:3
O -4.78128 -1.10507 1.86407
N -4.20267 -0.01779 2.10446
O -4.79422 1.08656 2.05897
C -2.81207 -0.03911 2.42966
C -2.14666 1.17753 2.66421
C -0.81472 1.14151 3.04409
C -0.14794 -0.08676 3.18703
S 1.57140 -0.07938 3.79066
C 2.67968 -0.64113 2.57405
Cl 3.21326 -2.22094 2.37347
O 1.86969 1.35382 3.82413
O 1.59828 -0.86214 5.00666
C -0.82232 -1.29158 2.92578
C -2.15276 -1.27865 2.52501
H -2.67083 2.12591 2.56361
H -0.30578 2.07919 3.23464
H 2.52583 -0.10338 1.64132
H -0.31328 -2.23871 3.06013
H -2.70480 -2.19639 2.32751
C 8.92385 -0.09372 -3.09155
N 7.57659 -0.15279 -2.58253
C 6.48940 -0.61537 -3.42898
C 5.25573 -0.61449 -2.49765
C 5.78847 -0.15922 -1.17677
C 7.17755 0.07525 -1.30746
C 7.97564 0.41810 -0.20302
C 7.37285 0.43074 1.03646
C 5.92957 0.36799 1.20185
C 5.32835 0.71484 2.44003
C 6.03631 1.50011 3.40083
C 5.81495 1.27867 4.79076
C 6.71662 1.77108 5.70495
C 7.78954 2.58766 5.27190
N 8.60361 2.89424 6.31101
C 9.73668 3.78739 6.27203
C 8.12021 2.35709 7.56806
C 6.84913 1.56627 7.17303
C 7.96450 2.95170 3.92657
C 7.03554 2.47470 3.02766
C 5.17070 -0.00568 0.04586
H 9.61748 0.29544 -2.34188
H 9.26788 -1.09024 -3.40821
H 8.98104 0.55779 -3.97391
H 6.34773 0.05288 -4.29066
H 6.69605 -1.62053 -3.83098
H 4.47931 0.06112 -2.88046
H 4.82294 -1.62490 -2.45107
H 9.02913 0.65203 -0.36689
H 8.01777 0.58147 1.90599
H 4.30365 0.41534 2.66334
H 4.97927 0.66388 5.12098
H 10.20469 3.80219 5.27960
H 9.47509 4.81865 6.56650
H 10.48120 3.44164 6.99912
H 8.89178 1.74001 8.05477
H 7.88230 3.16416 8.27547
H 5.97667 1.92872 7.72714
H 6.98296 0.51674 7.44860
H 8.82711 3.55201 3.63101
H 7.07219 2.83789 2.00229
H 4.09269 -0.12939 0.10876
```

Results
Highest occupied orbital energy ... -6.077 eV
DFT total energy ... -2329.72909 Eh
Charge ... 0
Gap between HOMO and LUMO ... 4.49 eV

Atom charges from the natural (NBO) analysis, given in e for atoms 1 to 4: O -0.3905; N 0.5027; O -0.3888; C -0.0026